Molecular formula: C21H17I2IrN3O2S
Method: DFT, ωB97M-V/def2-TZVPD

Computed properties:
energy relative to the best compared isomer or geometry (same formula, charge and spin)	17.4	kcal/mol
E_LUMO	-3.66	eV
highest occupied orbital energy	-10.56	eV
DFT total energy	-2222.834114	Ha
M	821.5	g/mol

The geometry in ORCA input format:
```
! RIJCOSX wB97M-V def2-TZVPD def2/J DEFGRID3
* xyz 1 1
Ir 0.3480 -1.3268 -0.3357
O 0.2641 1.5681 2.4576
S 0.9660 1.0705 1.3155
O 1.7351 -0.1558 1.4708
N 0.0045 0.6059 0.0978
C -1.1508 1.2281 -0.3235
C -1.5880 2.4909 -0.0231
C -2.7830 2.9686 -0.6012
C -3.5151 2.1992 -1.4598
C -3.0810 0.8881 -1.7611
C -3.7800 0.0045 -2.6079
C -3.2933 -1.2513 -2.8142
C -2.1035 -1.6448 -2.1809
N -1.4187 -0.8535 -1.3779
C -1.8957 0.4167 -1.1726
C 2.0247 2.3106 0.6815
C 1.8123 3.6350 1.0373
C 2.6089 4.6148 0.4614
C 3.5942 4.2615 -0.4478
C 3.8071 2.9276 -0.7825
C 3.0198 1.9403 -0.2189
H -1.0247 3.1110 0.6594
H -3.1190 3.9661 -0.3520
H -4.4256 2.5723 -1.9086
H -4.6952 0.3346 -3.0835
H -3.8020 -1.9610 -3.4504
H -1.7164 -2.6308 -2.3447
H 1.0519 3.8806 1.7668
H 2.4649 5.6529 0.7288
H 4.2105 5.0301 -0.8954
H 4.5938 2.6617 -1.4757
H 3.1776 0.8930 -0.4446
I 3.1909 -2.4216 -0.6359
C 1.7089 -1.4304 -1.8051
H 1.4451 -2.0779 -2.6348
H 2.1178 -0.4773 -2.1271
I -0.3870 -4.2922 -1.0191
C -0.1991 -4.1208 1.0754
C -0.3791 -5.1979 1.9172
C -0.2122 -4.9680 3.2767
C 0.1328 -3.7013 3.7186
C 0.2916 -2.6883 2.7900
N 0.1131 -2.9001 1.4788
H -0.6317 -6.1736 1.5290
H -0.3471 -5.7792 3.9797
H 0.2832 -3.4954 4.7687
H 0.5811 -1.6851 3.0728
*
```